1.
DFT (ωB97M-V/def2-TZVPD) results for a gas-phase ion, C9H11ClN3 (charge +1) in a non-equilibrium geometry.

Cartesian coordinates (Å):
C 1.5635 -0.1025 0.6090
C 2.6880 -0.7606 0.9421
C 0.3041 0.1329 1.4122
C 0.7090 -0.8018 2.5347
C 2.8604 -1.4596 2.0929
C -1.1858 -0.1057 -1.2549
C -0.7098 0.9408 0.8877
C -1.2201 -1.4489 -0.5898
C -1.3320 2.3643 -0.7956
N 1.7753 -1.3524 2.8638
N -1.1190 0.9489 -0.4333
N -1.5400 -0.1182 -2.5706
Cl 4.1884 -2.3387 2.8203
H 1.6436 0.7373 -0.1137
H 3.5065 -0.7661 0.2150
H -1.4500 1.3807 1.5288
H -0.2484 -1.7822 -0.6512
H -1.9510 -2.0303 -1.1813
H -1.3975 -1.3722 0.4314
H -1.8944 2.3857 -1.7250
H -1.8654 2.7918 0.0267
H -0.4503 2.8824 -0.8813
H -1.1209 -0.8551 -3.1808
H -1.7541 0.7295 -2.9869

Summary:
- highest occupied orbital energy (spin up / spin down) (hartree) = -0.4100 / -0.4125
- Kohn-Sham gap (spin up / spin down) (eV) = 6.09 / 7.16
- total energy (eV) = -26492.3519
- relative energy (zero: lowest compared OMol25 entry of this formula, charge and spin) (kcal/mol) = 40.93
- strongest force on any atom (eV/Å) = 4.02
- net charge = +1

---

2.
DFT (ωB97M-V/def2-TZVPD) results for a molecular structure, C9H11ClO4S in a non-equilibrium geometry.

Cartesian coordinates (Å):
C -0.6582 2.2375 -3.1371
C -0.4591 0.8831 -3.3445
C -0.6780 2.7411 -1.8460
C -0.2819 0.0318 -2.2685
C -0.4999 1.8975 -0.7652
C -0.3108 0.5368 -0.9746
C -0.0386 -2.7738 0.6529
C -0.8356 -0.5661 2.4981
C -0.0819 -0.3853 0.1947
O 3.7238 0.7591 2.6603
O 2.1220 -0.9404 3.3450
O -0.4500 -1.6393 -0.1144
O -0.5051 0.1943 1.3378
S 2.3473 0.3687 2.7659
Cl 1.9021 -0.3799 0.2984
H -0.7940 2.9010 -3.9789
H -0.4300 0.4827 -4.3480
H -0.8268 3.7971 -1.6780
H -0.1231 -1.0230 -2.4228
H -0.5143 2.2824 0.2427
H 0.8429 -2.5610 1.2560
H 0.2019 -3.5490 -0.0747
H -0.8526 -3.1216 1.2912
H -1.1708 0.1772 3.2201
H 0.0270 -1.0973 2.9016
H -1.6564 -1.2538 2.2882

Summary:
- highest occupied orbital energy (hartree) = -0.3499
- Kohn-Sham gap (eV) = 9.40
- total energy (eV) = -41057.8628
- relative energy (zero: lowest compared OMol25 entry of this formula, charge and spin) (kcal/mol) = 12.02
- strongest force on any atom (eV/Å) = 1.33

---

3.
DFT (ωB97M-V/def2-TZVPD) results for a single C9H11FO2 molecule in a non-equilibrium geometry.

Cartesian coordinates (Å):
C -1.0111 2.5713 2.4303
C -0.4248 1.2027 1.9319
C -1.5053 0.3478 1.2912
O -1.1378 -1.0043 0.7851
C -0.4355 -1.1339 -0.2581
C -0.1100 -2.2999 -0.8032
C 0.7357 -2.5929 -1.9816
C 1.6479 -1.7854 -2.5461
C 1.9074 -0.3815 -2.4408
C 1.2325 0.4788 -1.6437
F 1.5666 1.7589 -1.4986
O 0.1153 0.1897 -0.7975
H -1.6104 3.0336 1.7696
H -1.8393 2.3804 3.2639
H -0.2407 3.3380 2.8754
H -0.0771 0.5622 2.6738
H 0.2698 1.4471 1.2526
H -2.2817 0.2964 2.0632
H -1.8887 0.9893 0.5739
H -0.4408 -3.2545 -0.3465
H 0.6104 -3.6663 -2.1250
H 2.2006 -2.3428 -3.3763
H 2.7170 -0.1348 -3.0933

Summary:
- highest occupied orbital energy (hartree) = -0.2693
- Kohn-Sham gap (eV) = 7.96
- total energy (eV) = -16319.3685
- relative energy (zero: lowest compared OMol25 entry of this formula, charge and spin) (kcal/mol) = 87.60
- strongest force on any atom (eV/Å) = 5.53
- structure (SMILES) = CCCOC1=CC=CC=C(F)O1

---

4.
DFT (ωB97M-V/def2-TZVPD) results for a gas-phase ion, C9H11IN (charge +1) in a non-equilibrium geometry.

Cartesian coordinates (Å):
N -1.3630 -1.6063 -1.2848
C -0.5993 -0.4119 -1.7580
C -1.0610 0.8139 -0.9865
C -0.2845 0.7411 0.3022
C -0.5811 1.3350 1.5115
C 0.2754 1.1311 2.5848
C 1.4086 0.3457 2.4430
C 1.7192 -0.2416 1.2253
C 0.8597 -0.0478 0.1585
C 0.9786 -0.5822 -1.2244
I 2.2469 0.6387 -2.5191
H -1.0961 -1.7805 -0.3029
H -1.1589 -2.4436 -1.8454
H -2.3740 -1.4145 -1.3184
H -0.6618 -0.3311 -2.8409
H -2.1399 0.8423 -0.8344
H -0.7806 1.7144 -1.5412
H -1.4601 1.9507 1.6196
H 0.0561 1.5988 3.5318
H 2.0683 0.1860 3.2819
H 2.6144 -0.8334 1.1139
H 1.3331 -1.6047 -1.3166

Summary:
- highest occupied orbital energy (hartree) = -0.4609
- Kohn-Sham gap (eV) = 8.87
- total energy (eV) = -19095.8821
- relative energy (zero: lowest compared OMol25 entry of this formula, charge and spin) (kcal/mol) = 0.00
- strongest force on any atom (eV/Å) = 2.80
- net charge = +1
- structure (SMILES) = [NH3+][C@H]1Cc2ccccc2[C@@H]1I

---

5.
DFT (ωB97M-V/def2-TZVPD) results for 2 unconnected molecules or ions with the total composition C9H11N in a non-equilibrium geometry.

Cartesian coordinates (Å):
C -2.8827 2.4796 0.0535
C -1.8576 1.8380 0.0017
C -0.6079 1.2248 -0.1561
C 0.4754 0.7447 -0.2884
C 1.7735 0.1424 -0.6338
C 2.9809 1.0061 -0.4172
C 1.8841 -1.1312 0.1725
H -3.5304 3.2357 -0.2271
H 1.7432 -0.0078 -1.6663
H 2.8692 2.0819 -0.6625
H 3.6955 0.6956 -1.0727
H 3.2390 0.9252 0.5858
H 1.1855 -1.7748 -0.1286
H 1.6255 -0.9354 1.2241
H 2.8056 -1.5236 0.0438
C -3.8736 -1.0870 0.1804
C -2.6212 -1.4133 -0.4396
N -1.6513 -1.7365 -0.9641
H -3.6891 -0.4055 1.0623
H -4.4644 -1.8881 0.4656
H -4.5042 -0.3932 -0.4455

Summary:
- highest occupied orbital energy (hartree) = -0.3397
- Kohn-Sham gap (eV) = 10.13
- total energy (eV) = -10996.6232
- relative energy (zero: lowest compared OMol25 entry of this formula, charge and spin) (kcal/mol) = 82.59
- strongest force on any atom (eV/Å) = 4.17
- structure (SMILES) = C#CC#CC(C)C.CC#N

---

6.
DFT (ωB97M-V/def2-TZVPD) results for a gas-phase ion, C9H11N2 (charge +1) in a non-equilibrium geometry.

Cartesian coordinates (Å):
C -2.0613 -1.5787 -0.1330
C -1.3094 -0.7878 0.9338
C -0.6323 0.3800 0.4713
C 0.7307 0.7526 0.6697
C 1.9580 0.0973 0.9066
C 3.1040 0.6464 0.2727
C 3.0420 1.7507 -0.6187
C 1.9320 2.0314 -1.2726
N 0.7345 2.1994 -1.4708
C -0.5652 1.9834 -1.4033
N -1.2133 1.2653 -0.4561
H -2.5687 -0.9478 -0.8830
H -2.6858 -2.4811 0.1466
H -1.3345 -2.1968 -0.8868
H -0.4929 -1.3555 1.5024
H -2.0138 -0.5058 1.7131
H 0.7432 1.8504 0.6901
H 2.0332 -0.9772 1.3670
H 4.2064 0.2706 0.3233
H 4.0162 2.0723 -1.0123
H -1.1533 2.3750 -2.1652
H -2.3113 1.2040 -0.5678

Summary:
- highest occupied orbital energy (hartree) = -0.4504
- Kohn-Sham gap (eV) = 7.90
- total energy (eV) = -12480.2808
- relative energy (zero: lowest compared OMol25 entry of this formula, charge and spin) (kcal/mol) = 118.29
- strongest force on any atom (eV/Å) = 4.66
- net charge = +1
- structure (SMILES) = CC/C1=C\C=C/C=C=[N+]=CN1

---

7.
DFT (ωB97M-V/def2-TZVPD) results for a molecular structure, C9H11N2 in a non-equilibrium geometry.

Cartesian coordinates (Å):
C -3.0822 -0.6134 -0.1278
C -3.0358 0.8037 0.0949
C -1.9616 -1.3644 -0.2404
C -1.8712 1.4868 0.2168
C 0.5876 -1.0630 -0.2013
C -0.7040 -0.7029 -0.1348
C -0.6595 0.7569 0.1020
C 2.3150 0.3616 -1.1441
C 2.2296 -0.0587 1.2464
N 0.5564 1.2009 0.1785
N 1.4318 0.0925 0.0098
H -4.0513 -1.0831 -0.2026
H -3.9743 1.3302 0.1705
H -1.9918 -2.4296 -0.3968
H -1.8277 2.5490 0.3896
H 1.2076 -2.3025 -0.3399
H 2.8456 1.2966 -0.9644
H 3.0234 -0.4550 -1.2681
H 1.7092 0.4649 -2.0443
H 2.7824 0.8635 1.4228
H 1.5570 -0.2374 2.0862
H 2.9139 -0.8966 1.1472

Summary:
- highest occupied orbital energy (hartree) = -0.4696
- Kohn-Sham gap (eV) = 7.75
- total energy (eV) = -12482.1929
- relative energy (zero: lowest compared OMol25 entry of this formula, charge and spin) (kcal/mol) = 74.19
- strongest force on any atom (eV/Å) = 5.39
- net charge = +1

---

8.
DFT (ωB97M-V/def2-TZVPD) results for a gas-phase ion, C9H11N2O (charge +1) in a non-equilibrium geometry.

Cartesian coordinates (Å):
C -0.7814 -1.0228 -1.6182
C -0.6287 -0.2127 -0.2996
C -1.8384 0.5487 0.1829
C -1.6842 1.6486 0.8772
C -0.3955 2.1720 1.2604
C 0.6882 1.7344 0.6771
C 0.5856 0.7012 -0.4306
N 1.7774 -0.0973 -0.5101
C 1.9549 -1.2868 -0.1606
N 0.9411 -1.9184 0.4994
C -0.3197 -1.3463 0.7034
O -1.0336 -1.9364 1.4491
H -1.8266 -1.0574 -1.8497
H -0.2432 -1.9956 -1.4417
H -0.2715 -0.5137 -2.3272
H -2.9196 0.1654 0.2163
H -2.4759 2.2593 1.3873
H -0.2782 2.9724 1.9783
H 1.6643 2.0582 0.9146
H 0.5019 1.2093 -1.4296
H 2.5206 0.4806 -1.0264
H 2.9493 -1.6528 -0.0157
H 1.1132 -2.9096 0.9636

Summary:
- highest occupied orbital energy (hartree) = -0.4695
- Kohn-Sham gap (eV) = 8.45
- total energy (eV) = -14530.8277
- relative energy (zero: lowest compared OMol25 entry of this formula, charge and spin) (kcal/mol) = 34.03
- strongest force on any atom (eV/Å) = 5.80
- net charge = +1
- structure (SMILES) = C[C@]12C=CC=C[C@H]1[NH+]=CNC2=O

---

9.
DFT (ωB97M-V/def2-TZVPD) results for a gas-phase ion, C9H11N2O (charge +1) in a non-equilibrium geometry.

Cartesian coordinates (Å):
N -0.2241 -0.9290 2.3669
C -0.3788 0.3384 1.4803
C -0.8979 1.4187 2.4762
O -1.3383 1.0463 3.5396
C -1.5401 0.0817 0.0260
C -0.4691 -0.0105 -1.0200
C -0.7042 -0.5016 -2.2874
C 0.3853 -0.4256 -3.1636
C 1.6823 -0.2176 -2.6955
C 1.8902 0.1473 -1.3994
C 0.8296 0.2780 -0.5726
N 0.8861 0.3932 0.8612
H 0.6835 -1.3417 2.3365
H -0.8437 -1.7560 2.0792
H -0.5057 -0.6086 3.4276
H -0.7607 2.3800 2.0772
H -2.0913 1.0570 0.0745
H -1.9916 -0.8570 0.3617
H -1.6645 -0.8201 -2.7369
H 0.1543 -0.8087 -4.2389
H 2.6127 -0.2614 -3.1716
H 2.8787 0.2497 -1.1121
H 1.4073 1.1473 1.2911

Summary:
- highest occupied orbital energy (hartree) = -0.4484
- Kohn-Sham gap (eV) = 8.21
- total energy (eV) = -14530.2793
- relative energy (zero: lowest compared OMol25 entry of this formula, charge and spin) (kcal/mol) = 46.68
- strongest force on any atom (eV/Å) = 4.77
- net charge = +1
- structure (SMILES) = [NH3+][C@]1(C=O)Cc2ccccc2N1

---

10.
DFT (ωB97M-V/def2-TZVPD) results for a gas-phase ion, C9H11N2O2 (charge -1) in a non-equilibrium geometry.

Cartesian coordinates (Å):
C -4.2867 0.3223 0.0066
C -2.9536 0.0444 -0.0743
N -2.7200 -1.3254 0.2382
C -1.4316 -1.7992 0.3249
N -0.3825 -1.0841 0.3745
C -0.4622 0.2917 0.0430
C 0.8517 0.9005 0.2187
O 1.0467 2.1903 0.1605
C 2.1830 0.0699 0.3260
C 3.4386 0.9206 0.5990
C 2.4219 -0.4917 -1.1078
C -1.7306 0.9340 -0.1748
O -1.9687 2.1195 -0.3389
H -5.0851 -0.3736 0.3049
H -4.6797 1.2615 -0.3914
H -3.4201 -1.9397 -0.0818
H -1.2098 -2.8921 0.6317
H 2.0112 -0.7718 1.1911
H 3.7677 1.2397 -0.2969
H 4.1692 0.3841 1.0433
H 3.0850 1.7786 1.2223
H 2.2240 0.2308 -1.9006
H 3.4035 -0.7146 -1.1313
H 1.7281 -1.2955 -1.1868

Summary:
- highest occupied orbital energy (hartree) = -0.1111
- Kohn-Sham gap (eV) = 6.61
- total energy (eV) = -16585.4816
- relative energy (zero: lowest compared OMol25 entry of this formula, charge and spin) (kcal/mol) = 49.70
- strongest force on any atom (eV/Å) = 5.61
- net charge = -1
- structure (SMILES) = C=C1NC=NC(C(=O)C(C)C)=C1[O-]

---

- Which formula does entry 2 have?
  C9H11ClO4S

---

- What is the formula in the fifth record?
  C9H11N